The following is a DFT calculation (ωB97M-V/def2-TZVPD) of a molecular structure, C3H3HgLiMgO3.

As for the relative energy (zero: lowest compared OMol25 entry of this formula, charge and spin): 36.6 kcal per mole. The value obtained for the lowest unoccupied orbital energy (spin up / spin down) is -4.86 / -5.51 eV. Its expectation value of S² is 0.7621. The value obtained for the HOMO energy (spin up / spin down) is -11.61 / -11.84 eV.

```
! wB97M-V def2-TZVPD RIJCOSX def2/J DEFGRID3
* xyz 1 2
O -2.0101 0.1841 -0.4904
Hg -2.7148 -0.6230 1.4926
C -0.7759 0.2672 -0.6561
O -0.3543 0.2333 -1.9265
C 1.1067 0.4178 -2.0533
H 1.2532 1.3322 -2.6482
H 1.4644 -0.4256 -2.6641
Mg 1.3781 0.4144 0.0681
C -0.2711 -0.0674 2.0701
O 0.9811 -0.3107 1.9598
Li 0.4166 -2.4581 2.8078
H -0.4740 1.0357 2.0402
*
```

=====

The following is a DFT calculation (ωB97M-V/def2-TZVPD) of a gas-phase ion, C5H11O (charge -1).

As for the relative energy (zero: lowest compared OMol25 entry of this formula, charge and spin): 5.1 kcal per mole. The value obtained for the lowest unoccupied orbital energy is 3.79 eV. The value obtained for the HOMO energy is -2.02 eV.

```
! wB97M-V def2-TZVPD RIJCOSX def2/J DEFGRID3
* xyz -1 1
C -0.3628 0.2140 1.9565
O -0.4025 1.3668 2.6329
C -0.0117 0.3639 0.4382
C -0.4288 -0.8275 -0.4075
C -0.1755 -0.6593 -1.9020
C 1.2517 -0.2948 -2.3222
H -1.3141 -0.3866 1.9887
H 0.4309 -0.4921 2.3472
H -0.5195 1.2708 0.0714
H 1.0604 0.5693 0.3822
H -0.0452 -1.7598 0.0341
H -1.5096 -0.9422 -0.2633
H -0.4831 -1.5777 -2.4030
H -0.9082 0.0688 -2.2757
H 1.3301 0.7926 -2.3660
H 1.9659 -0.5443 -1.5363
H 1.5081 -0.7159 -3.2926
*
```

=====

The following is a DFT calculation (ωB97M-V/def2-TZVPD) of a single C3H5ClO molecule.

As for the relative energy (zero: lowest compared OMol25 entry of this formula, charge and spin): 30.6 kcal per mole. The value obtained for the lowest unoccupied orbital energy is 0.76 eV. The value obtained for the HOMO energy is -9.76 eV.

```
! wB97M-V def2-TZVPD RIJCOSX def2/J DEFGRID3
* xyz 0 1
C -0.9757 -0.3593 0.7314
C 0.2551 -0.5227 0.0160
C 0.7304 -1.7016 -0.4426
H -1.7900 1.2622 -0.1324
H -1.3126 -1.4431 0.9589
H -1.0209 0.1613 1.6988
H -0.1221 -2.4314 -0.2925
H 1.6379 -1.9003 -0.9537
O -1.8629 0.2550 -0.2176
Cl 1.0266 1.0479 -0.0804
*
```

=====

The following is a DFT calculation (ωB97M-V/def2-TZVPD) of a molecular structure, C16H10F3O10Rb.

The value obtained for the lowest unoccupied orbital energy is 6.64 eV. The value obtained for the HOMO energy is 4.11 eV.

```
! wB97M-V def2-TZVPD RIJCOSX def2/J DEFGRID3
* xyz -4 1
Rb 1.6675 -0.6545 0.3119
C 0.2155 -2.7885 -2.5308
O 0.4321 -2.8573 -4.0147
O 0.2180 -1.6305 -2.0493
C -1.1155 -3.5858 -2.3876
F -0.9104 -4.9409 -2.3771
F -1.7496 -3.3175 -1.2639
F -2.0105 -3.3629 -3.3626
C 1.7638 -2.9317 -4.3740
C 1.8456 -3.0616 -5.8838
H 2.8764 -3.2196 -6.2144
H 1.2277 -3.9049 -6.2042
H 1.3908 -2.1884 -6.3579
H 2.2194 -3.8503 -3.9471
H 2.3485 -2.0748 -4.0115
H 1.0089 -3.4993 -2.1393
C -0.1683 4.7404 1.2154
C -1.2660 4.6519 0.3349
C -1.2980 3.4866 -0.6620
O -2.3157 3.3073 -1.3321
C -0.1548 2.6478 -0.7395
C 0.9845 2.8145 0.0471
C 0.8883 3.8003 1.2436
O 1.7696 3.7535 2.1164
O 2.0869 2.2427 -0.1705
O -2.1832 5.5032 0.2914
H -0.2728 5.4462 2.0343
H -0.1642 1.7930 -1.4099
C 0.5053 0.2540 5.1205
C 0.4346 -0.0746 3.7543
C -0.9580 -0.0348 3.0794
O -1.0404 -0.4770 1.9214
C -2.0667 0.3702 3.8508
C -1.9988 0.6600 5.2300
C -0.6118 0.6680 5.8796
O -0.5140 1.0438 7.0722
O -2.9931 0.9209 5.9270
O 1.4499 -0.3136 3.0596
H 1.4770 0.2234 5.6032
H -3.0185 0.4409 3.3392
*
```

=====

The following is a DFT calculation (ωB97M-V/def2-TZVPD) of a single C5H7NO molecule.

As for the relative energy (zero: lowest compared OMol25 entry of this formula, charge and spin): 17.8 kcal per mole. The value obtained for the lowest unoccupied orbital energy is 0.74 eV. The value obtained for the HOMO energy is -10.39 eV.

```
! wB97M-V def2-TZVPD RIJCOSX def2/J DEFGRID3
* xyz 0 1
C -1.3709 -1.1971 0.1853
C -0.4428 0.0135 0.3103
C 0.9238 -0.1612 -0.3642
C 1.8925 0.9200 0.0677
O 1.8401 1.4602 1.1467
C -1.0829 1.2078 -0.2616
N -1.5685 2.1373 -0.7534
H -2.2857 -1.0370 0.7643
H -0.8695 -2.0877 0.5745
H -1.6565 -1.3756 -0.8555
H -0.2581 0.2228 1.3686
H 1.3682 -1.1178 -0.0588
H 0.8406 -0.1858 -1.4571
H 2.6698 1.2005 -0.6666
*
```

=====

The following is a DFT calculation (ωB97M-V/def2-TZVPD) of a molecular structure, C4H3CsO5.

The value obtained for the lowest unoccupied orbital energy (spin up / spin down) is -3.68 / -3.68 eV. Its expectation value of S² is 0.7531. The value obtained for the HOMO energy (spin up / spin down) is -10.88 / -14.09 eV.

```
! wB97M-V def2-TZVPD RIJCOSX def2/J DEFGRID3
* xyz 1 2
C 0.6431 -2.8863 1.9687
O 0.5077 -3.4813 2.9582
O 0.7107 -2.7134 0.7955
C 0.4756 -0.4116 -0.8410
O 0.4532 1.7104 0.0054
C -0.7803 1.3108 -0.2113
C 1.3872 0.7201 -0.4669
O -0.8131 0.0970 -0.7715
O -1.7612 2.0002 -0.0658
Cs -5.4963 3.1108 -0.7273
H 0.6461 -1.0817 -1.6804
H 2.0807 0.4864 0.3519
H 1.9466 1.1386 -1.3155
*
```